(1)
The following is a quantum chemistry calculation of a molecular structure, C15H14F5INOPdSe2, from OMol25.

Each line ends with the Mulliken charge.
CARTESIAN COORDINATES (ANGSTROEM)
I 0.267 5.930 -2.637  0.01
Pd -0.128 1.013 -0.290  0.31
Se -0.237 1.741 2.076  0.03
Se -2.697 -0.472 0.226  0.20
F 2.562 -2.617 -1.709  -0.35
F 6.612 -0.196 -1.728  -0.34
F 5.132 -2.386 -2.444  -0.33
F 5.425 1.765 -0.231  -0.33
F 2.867 1.560 0.546  -0.39
O 1.349 -0.646 -0.205  -0.77
N -1.409 2.069 -1.705  -0.38
C -0.566 1.187 -2.341  -0.15
C -1.960 0.999 2.643  -0.59
C 3.243 -1.517 -1.326  0.16
C 3.389 0.572 -0.215  0.30
C 5.317 -0.302 -1.355  0.66
C 4.710 0.685 -0.601  -0.05
C -1.099 3.392 -1.791  -0.40
C 2.569 -0.533 -0.557  0.37
C 4.563 -1.409 -1.710  0.17
C -3.350 -1.886 1.399  -1.07
C 0.907 0.438 2.952  -1.00
C 0.868 2.978 -3.117  -0.30
C -0.040 3.877 -2.497  0.04
C -2.975 0.961 1.511  -0.87
C 0.602 1.648 -3.029  -0.73
H -2.337 1.604 3.470  0.39
H -0.980 0.215 -2.592  0.37
H 0.691 0.386 4.018  0.42
H -1.759 -0.001 3.028  0.24
H -2.740 -1.954 2.297  0.29
H -3.984 0.846 1.915  0.50
H 0.774 -0.521 2.456  0.26
H -4.394 -1.724 1.667  0.30
H 1.267 0.915 -3.471  0.45
H 1.744 3.348 -3.632  0.37
H -2.952 1.880 0.924  0.30
H 1.931 0.772 2.797  0.28
H -3.262 -2.826 0.858  0.33
H -1.776 4.061 -1.269  0.32

Computed properties:
Gap between HOMO and LUMO, eV: 6.12
E, eV: -175180.1852
LUMO level, eV: 2.4
Total charge: -1

---

(2)
The following is a quantum chemistry calculation of a molecular structure, C15H14F6N2O5PdSSb, from OMol25.

Each line ends with the Löwdin spin population.
CARTESIAN COORDINATES (ANGSTROEM)
Sb 3.294 2.251 0.379  0.00
Pd 0.081 -0.307 -0.644  1.53
S -2.391 3.641 -0.922  0.01
F 4.105 2.308 -1.305  0.00
F 4.633 3.240 1.229  0.00
F 4.146 0.603 0.765  0.00
F 2.312 2.045 2.006  0.00
F 2.251 3.772 -0.008  0.00
F 1.836 1.181 -0.384  0.03
O -1.392 -3.999 0.010  0.08
O 0.357 -0.404 1.492  0.10
O 2.030 -4.020 -0.186  0.40
O 1.445 -1.949 -0.891  0.14
O -1.445 -1.790 -0.408  0.14
N -0.594 2.710 0.839  0.00
N -1.223 1.339 -0.957  0.07
C 1.148 -2.590 1.497  0.17
C -2.127 1.328 -2.022  0.01
C -1.277 2.464 -0.285  0.01
C 1.540 -1.162 1.877  0.03
C 1.458 -1.057 3.402  0.02
C -2.849 2.511 -2.170  0.00
C -3.264 0.432 -3.914  0.00
C -2.340 0.270 -2.897  0.01
C -1.151 -2.841 0.253  0.04
C 1.607 -2.893 -0.108  0.11
C -3.774 2.678 -3.189  0.00
C -0.614 -1.208 2.217  0.02
C -0.070 -1.110 3.644  0.01
C -0.356 -2.605 1.643  0.05
C -3.973 1.623 -4.064  0.00
H -3.442 -0.386 -4.599  0.00
H 0.201 2.130 1.072  0.00
H 2.420 -0.737 1.408  0.00
H 1.676 -3.355 2.055  0.00
H -0.703 -3.420 2.272  0.00
H -0.426 -0.199 4.121  0.00
H -4.325 3.602 -3.298  0.00
H -0.385 -1.959 4.248  0.00
H -1.609 -0.812 2.037  0.00
H 1.882 -0.102 3.706  0.00
H -4.690 1.725 -4.868  0.00
H -1.821 -0.673 -2.772  0.00
H 2.009 -1.854 3.897  0.00
H -0.505 3.665 1.146  0.00

Computed properties:
Gap between HOMO and LUMO (alpha / beta), eV: 9.35 / 4.96
E, eV: -66159.9083
2S+1: 4
LUMO level (alpha / beta), eV: 0.1 / -4.3
Energy relative to the best compared isomer or geometry (same formula, charge and spin), kcal per mole: 0.0

---

(3)
The following is a quantum chemistry calculation of C15H14FN3O3 in the gas phase at a distorted geometry, from OMol25.

Each line ends with the Mulliken charge.
CARTESIAN COORDINATES (ANGSTROEM)
F -3.417 -5.871 -3.396  -0.32
O 4.385 3.977 1.826  -0.38
O -2.241 -0.973 -3.000  -0.66
O -0.063 -0.292 1.072  -0.62
N 0.723 1.599 0.070  0.05
N -1.900 -0.754 -0.785  -0.14
N 1.704 1.816 0.970  -0.51
C -4.048 -5.294 -1.204  -0.49
C -2.326 -1.433 -1.877  0.44
C 2.494 2.814 0.850  0.65
C -2.929 -2.771 -1.598  0.44
C -3.533 -3.092 -0.386  -0.52
C 3.507 2.946 1.869  0.40
C 2.448 3.842 -0.252  -1.68
C -1.167 0.478 -0.913  -0.83
C -3.454 -4.955 -2.407  0.38
C -4.089 -4.346 -0.197  -0.56
C 3.772 2.156 2.964  -0.26
C 4.871 2.745 3.617  -0.59
C -0.112 0.531 0.191  0.59
C 5.199 3.846 2.881  -0.45
C -2.902 -3.709 -2.624  -0.60
H 3.232 4.577 -0.106  0.32
H 0.602 2.231 -0.721  0.32
H 3.233 1.274 3.238  0.58
H -0.714 0.518 -1.911  0.40
H -4.472 -6.277 -1.072  0.43
H 2.594 3.366 -1.223  0.40
H -1.754 -1.223 0.101  0.32
H 5.964 4.588 3.003  0.46
H -3.593 -2.361 0.405  0.46
H -4.559 -4.588 0.744  0.39
H -2.455 -3.457 -3.573  0.48
H -1.842 1.338 -0.809  0.22
H 1.486 4.354 -0.256  0.40
H 5.355 2.403 4.509  0.45

Computed properties:
Gap between HOMO and LUMO, eV: 8.65
E, eV: -29111.9029
LUMO level, eV: 0.4
SMILES: C/C(=N\NC(=O)CNC(=O)c1cccc(F)c1)c1ccco1
Energy relative to the best compared isomer or geometry (same formula, charge and spin), kcal per mole: 0.0

---

(4)
The following is a quantum chemistry calculation of a molecular structure, C15H14I2InO6SYb at a distorted geometry, from OMol25.

Each line ends with the Löwdin spin population.
CARTESIAN COORDINATES (ANGSTROEM)
Yb -0.123 2.032 -0.052  0.00
I 4.232 0.749 -0.050  0.44
I 4.646 -1.433 -1.483  0.55
In 0.046 -2.162 -0.453  0.00
S 0.577 0.073 -1.811  0.00
O 0.090 0.229 1.026  0.00
O -3.034 2.921 1.786  0.00
O -3.403 1.414 -1.411  0.00
O -3.289 -2.086 -2.053  0.00
O 0.995 -1.707 1.643  0.00
O -2.591 -0.996 1.502  0.00
C -2.322 1.515 -0.999  0.00
C 0.542 -0.578 1.955  0.00
C 0.289 0.422 6.153  0.00
C 1.205 -0.533 5.701  0.00
C -2.163 -2.212 -1.911  0.00
C -0.505 1.101 5.224  0.00
C 0.428 -0.023 -3.691  0.00
C 1.310 -0.823 4.343  0.00
C -0.985 0.298 -4.117  0.00
C 1.426 0.982 -4.251  0.00
C 0.841 -1.454 -4.076  0.00
C -2.082 2.650 1.202  0.00
C -0.396 0.835 3.857  0.00
C -1.965 -1.672 0.819  0.00
C 0.519 -0.128 3.404  0.00
H -1.075 1.322 3.136  0.00
H -1.181 1.867 5.597  0.00
H 1.186 2.006 -3.936  0.00
H 1.838 -1.057 6.410  0.00
H -1.009 0.167 -5.198  0.00
H 1.396 0.966 -5.348  0.00
H 1.876 -1.675 -3.740  0.00
H 1.977 -1.621 4.013  0.00
H 0.156 -2.217 -3.674  0.00
H 2.458 0.744 -3.961  0.00
H 0.815 -1.558 -5.176  0.00
H 0.252 0.698 7.207  0.00
H -1.271 1.331 -3.912  0.00
H -1.705 -0.387 -3.673  0.00

Computed properties:
Gap between HOMO and LUMO (alpha / beta), eV: 3.26 / 3.07
E, eV: -91761.2146
2S+1: 2
LUMO level (alpha / beta), eV: -16.4 / -16.6
Total charge: +4

---

(5)
The following is a quantum chemistry calculation of C15H14N2O4S in the gas phase, from OMol25.

Each line ends with the Mulliken charge.
CARTESIAN COORDINATES (ANGSTROEM)
S 3.141 1.831 -1.057  -0.14
O 1.778 0.276 1.713  -0.61
O -4.160 1.225 -0.966  -0.46
O -4.441 -1.252 0.431  -0.46
O 5.152 0.811 0.688  -0.76
N 4.545 -0.122 0.109  0.69
N 0.356 1.556 0.463  -0.04
C -3.274 -0.529 0.454  0.53
C 2.640 2.241 0.660  -1.10
C -0.999 -0.340 1.230  -0.36
C -3.130 0.670 -0.251  0.33
C 4.847 -1.413 0.373  -0.26
C 3.249 -2.199 -1.221  -0.37
C 4.227 -2.455 -0.270  -0.60
C 1.551 1.254 1.034  0.60
C -2.204 -1.011 1.198  -0.94
C -5.417 0.664 -0.658  -0.45
C -0.842 0.833 0.498  0.61
C 3.559 0.135 -0.794  0.45
C -5.315 -0.860 -0.603  -0.46
C 2.916 -0.881 -1.470  -0.63
C -1.914 1.335 -0.233  -0.93
H 2.750 -3.001 -1.739  0.40
H 2.302 3.275 0.637  0.45
H -6.101 0.988 -1.443  0.34
H -4.944 -1.231 -1.569  0.29
H 4.510 -3.466 -0.023  0.39
H 3.516 2.128 1.299  0.48
H -0.177 -0.724 1.809  0.55
H 2.148 -0.617 -2.180  0.41
H 0.327 2.382 -0.120  0.20
H -2.339 -1.928 1.748  0.43
H 5.616 -1.549 1.118  0.43
H -6.282 -1.314 -0.382  0.34
H -5.765 1.038 0.314  0.29
H -1.827 2.251 -0.797  0.38

Computed properties:
Gap between HOMO and LUMO, eV: 8.41
E, eV: -37785.7575
LUMO level, eV: 0.5
Energy relative to the best compared isomer or geometry (same formula, charge and spin), kcal per mole: 1.2

---

(6)
The following is a quantum chemistry calculation of a molecular structure, C15H14N3O5W, from OMol25.

Each line ends with the Löwdin spin population.
CARTESIAN COORDINATES (ANGSTROEM)
W 0.483 0.592 -1.196  0.08
O 2.270 0.835 -0.723  0.03
O 0.951 -0.217 -3.041  0.01
O -1.178 1.602 -1.296  0.31
O -0.755 -0.954 -0.866  0.02
O -2.718 -2.690 -1.608  0.19
N -0.128 2.396 -1.241  0.43
N 0.304 0.434 0.773  0.03
N -0.868 -0.137 1.242  0.04
C 5.002 2.260 1.192  0.01
C -5.147 -2.938 0.983  0.00
C 3.036 1.356 0.284  0.01
C 2.390 1.427 1.547  0.01
C 4.416 2.357 2.462  0.00
C 0.837 0.820 -4.143  0.01
C -2.659 -1.586 0.541  0.07
C -1.385 -0.867 0.316  0.01
C 1.112 0.930 1.733  0.01
C 4.328 1.748 0.078  0.00
C -4.506 -3.099 -0.213  0.16
C -3.321 -1.458 1.730  0.11
C 3.124 1.940 2.653  0.00
C -3.250 -2.442 -0.447  0.18
C -4.563 -2.127 1.963  0.28
H -4.892 -3.717 -1.014  0.00
H 1.474 -1.002 -3.280  0.00
H 6.025 2.593 1.061  0.00
H -1.862 -2.237 -1.720  0.00
H 1.553 1.606 -3.920  0.00
H -6.089 -3.431 1.179  0.00
H -2.916 -0.838 2.519  0.00
H -0.195 1.157 -4.115  0.00
H 4.803 1.673 -0.890  0.00
H 4.990 2.757 3.287  0.00
H 2.651 2.000 3.626  0.00
H 0.674 0.886 2.726  0.00
H 1.056 0.358 -5.101  0.00
H -5.048 -1.989 2.921  0.01

Computed properties:
Gap between HOMO and LUMO (alpha / beta), eV: 6.72 / 5.99
E, eV: -32283.3192
2S+1: 3
LUMO level (alpha / beta), eV: -12.0 / -12.9
Total charge: +3
Energy relative to the best compared isomer or geometry (same formula, charge and spin), kcal per mole: 0.0

---

(7)
The following is a quantum chemistry calculation of a molecular structure, C15H14N3Ru at a distorted geometry, from OMol25.

Each line ends with the Löwdin spin population.
CARTESIAN COORDINATES (ANGSTROEM)
Ru 0.190 0.032 -2.114  2.81
N -1.514 -0.678 -1.097  0.04
N 0.295 1.666 -0.796  0.06
N 1.428 -0.972 -0.743  0.06
C -1.517 -1.846 -0.418  0.02
C 2.498 -0.548 1.345  0.16
C 1.955 -2.214 -0.728  0.14
C -3.820 -0.387 -0.446  0.00
C 1.685 -0.108 0.290  0.09
C 1.309 2.222 1.289  0.17
C -0.049 3.850 0.152  0.14
C -3.792 -1.594 0.244  0.02
C -2.619 -2.341 0.261  0.00
C 1.083 1.293 0.262  0.10
C -0.242 2.904 -0.832  0.15
C 3.034 -1.840 1.340  0.00
C -2.667 0.025 -1.095  0.02
C 2.759 -2.692 0.284  0.13
C 0.743 3.499 1.232  0.00
H -0.503 4.831 0.078  0.00
H 0.923 4.212 2.033  0.00
H 1.701 -2.831 -1.585  0.01
H -0.578 -2.393 -0.434  0.00
H 1.667 0.648 -2.997  -0.13
H 2.738 0.085 2.189  0.00
H -4.676 -1.949 0.764  0.00
H 3.663 -2.172 2.162  0.00
H 3.158 -3.698 0.250  0.00
H -2.564 -3.286 0.789  0.00
H -4.719 0.219 -0.479  0.00
H -0.852 3.115 -1.705  0.01
H -2.639 0.960 -1.647  0.00
H 1.921 1.989 2.151  0.00

Computed properties:
Gap between HOMO and LUMO (alpha / beta), eV: 7.70 / 4.16
E, eV: -22800.3113
2S+1: 5
LUMO level (alpha / beta), eV: -12.1 / -15.6
Total charge: +3

---

(8)
The following is a quantum chemistry calculation of C15H14N4O4S2 in the gas phase at a distorted geometry, from OMol25.

Each line ends with the Mulliken charge.
CARTESIAN COORDINATES (ANGSTROEM)
S 2.273 -0.119 0.077  1.37
S -0.385 -2.079 0.899  0.14
O -2.666 -0.274 0.233  -0.01
O -3.391 3.779 0.429  -0.60
O 2.099 -1.144 -0.910  -0.68
O 2.625 -0.524 1.411  -0.75
N -4.096 -1.748 -0.560  -0.35
N -4.020 1.659 0.003  -0.05
N 3.369 1.003 -0.543  0.03
N -4.686 -0.537 -0.596  -0.63
C -0.647 -4.495 0.072  -0.51
C -3.823 0.313 -0.133  0.48
C 0.778 0.866 0.142  0.17
C -1.871 -2.546 0.126  0.36
C -3.071 2.634 0.239  -0.11
C -1.103 1.763 -1.016  -0.41
C -1.669 2.112 0.208  0.15
C 0.129 1.137 -1.047  -0.75
C -0.973 1.901 1.392  -0.58
C -2.902 -1.585 -0.075  0.30
C 3.721 1.997 0.445  -0.80
C 4.501 0.403 -1.216  -0.94
C 0.232 -3.659 0.695  -0.46
C 0.255 1.263 1.357  -0.12
C -1.857 -3.864 -0.257  -0.71
H -1.643 1.953 -1.932  0.47
H 2.803 2.435 0.831  0.23
H 4.316 2.776 -0.031  0.36
H 1.222 -3.873 1.045  0.46
H 5.246 0.022 -0.509  0.33
H 4.964 1.146 -1.865  0.33
H 0.797 1.028 2.260  0.48
H 4.122 -0.421 -1.815  0.35
H 4.285 1.562 1.277  0.32
H -1.412 2.197 2.332  0.43
H 0.579 0.815 -1.973  0.46
H -0.432 -5.526 -0.145  0.44
H -2.686 -4.331 -0.755  0.52
H -4.983 1.961 -0.096  0.30

Computed properties:
Gap between HOMO and LUMO, eV: 8.37
E, eV: -51601.8779
LUMO level, eV: 0.0
SMILES: CN(C)S(=O)(=O)c1ccc(C(=O)Nc2nnc(-c3cccs3)o2)cc1
Energy relative to the best compared isomer or geometry (same formula, charge and spin), kcal per mole: 40.6